Formula: H31O15
Source: the Open Molecules 2025 dataset
Level of theory: ωB97M-V/def2-TZVPD

Cartesian coordinates (Å):
O: 0.457 0.395 3.411
H: 1.936 -2.261 4.160
H: 1.314 -0.102 3.575
O: -1.889 -0.788 -3.714
H: 2.783 -2.026 0.787
H: -1.433 -0.358 -4.458
O: 2.276 -1.379 3.979
H: -1.327 0.573 -1.625
H: -0.868 -2.333 1.639
O: -1.353 -2.132 -0.735
H: -2.146 3.367 -1.233
H: -0.886 -2.052 -1.571
O: -0.775 3.284 1.057
H: -1.273 4.061 1.341
H: -0.583 3.480 0.131
O: -2.275 0.487 -1.466
H: 1.767 2.533 1.615
H: 2.567 -1.274 3.063
O: 1.293 2.440 2.504
H: -0.256 -1.791 -3.917
H: -1.052 3.953 -2.055
O: 1.019 -0.297 -1.418
H: -2.735 -0.915 -4.176
H: 0.486 -0.988 -1.833
O: -1.724 4.224 -1.406
H: -2.562 0.516 -2.385
H: 0.474 -3.841 -0.811
O: -3.364 1.784 1.126
H: -0.048 -1.122 1.227
O: 2.736 -1.098 1.024
H: 3.358 -0.420 0.767
H: 1.064 1.304 2.675
O: 0.294 -2.320 -3.333
H: 1.916 -0.627 -1.320
H: 0.752 -2.879 -3.975
O: 1.381 -3.534 -0.708
H: 0.432 2.657 2.053
H: 1.939 -4.089 -0.151
O: -0.561 -1.483 1.971
H: -0.193 -0.298 3.131
H: 1.393 1.164 -0.457
O: 1.950 1.731 0.129
H: 2.616 2.142 -0.435
H: -2.311 -2.198 -0.790
H: -2.683 1.172 0.816
H: -3.903 1.341 1.788

**Energy relative to the best compared isomer or geometry (same formula, charge and spin)**: 164.7 kJ/mol
**E_LUMO**: -2.9 eV
**Charge**: +1
**HOMO level**: -13.18 eV
**Molecular weight**: 271.23 g mol⁻¹
**Energy**: -1146.940201 Ha

=====

Formula: H31O16
Source: the Open Molecules 2025 dataset
Level of theory: ωB97M-V/def2-TZVPD

Cartesian coordinates (Å):
O: -1.436 0.380 0.805
H: -3.036 2.354 -1.336
H: -1.528 -0.736 2.141
O: -1.418 1.210 -2.942
H: -0.817 1.580 -2.281
H: -1.662 0.944 1.547
O: 1.054 -0.180 0.569
H: 0.755 -0.910 0.018
H: 0.103 0.157 0.831
O: 1.771 3.038 1.964
H: 1.552 2.116 1.749
H: 1.753 3.400 1.068
O: 0.769 -3.934 -0.871
H: 0.452 -4.636 -0.292
H: 3.701 4.008 2.405
O: -0.551 3.231 3.650
H: 0.362 2.998 3.433
H: -1.008 3.235 2.805
O: -1.499 -4.726 0.453
H: -2.318 -4.968 0.893
H: -1.331 -3.865 0.869
O: 1.860 1.909 -1.013
H: 1.681 1.152 -0.428
H: 1.026 2.079 -1.460
O: -2.298 -4.374 -2.464
H: -1.882 -5.207 -2.256
O: 0.326 -1.672 -3.216
H: 0.599 -1.847 -2.308
H: 1.038 -1.153 -3.575
O: -1.114 -1.568 2.522
H: -0.181 -1.430 2.346
H: 0.528 -4.197 -1.765
O: 4.275 3.239 2.343
H: 3.600 -0.327 4.256
H: 3.604 2.638 1.965
O: -1.999 -1.652 -1.019
H: -2.737 -1.041 -1.077
H: -1.419 -1.269 -0.353
O: -2.376 2.926 -0.939
H: -1.262 3.250 -3.396
H: -1.938 2.337 -0.307
O: -0.425 3.399 -3.856
H: -0.509 2.609 -4.399
H: -2.159 -3.681 -1.827
O: 3.096 -1.125 4.061
H: -0.954 0.361 -3.031
H: 2.294 -0.761 3.668

**Energy relative to the best compared isomer or geometry (same formula, charge and spin)**: 197.9 kJ/mol
**E_LUMO**: 2.4 eV
**Charge**: -1
**HOMO level**: -6.79 eV
**Molecular weight**: 287.23 g mol⁻¹
**Energy**: -1222.494824 Ha

=====

Formula: H32O16Rb
Source: the Open Molecules 2025 dataset
Level of theory: ωB97M-V/def2-TZVPD

Cartesian coordinates (Å):
Rb: -0.845 0.272 0.645
O: 1.579 4.143 0.082
H: 0.914 3.594 -0.334
H: 1.213 5.027 0.049
O: -2.680 -0.337 -1.431
H: -2.710 -0.002 -2.327
H: -2.420 -1.253 -1.525
O: -0.362 -2.287 -1.000
H: -0.900 -2.978 -1.385
H: 0.440 -2.732 -0.725
O: -2.385 -2.527 2.250
H: -3.079 -1.955 1.922
H: -2.512 -3.352 1.781
O: 3.753 0.007 0.113
H: 3.734 0.882 0.501
H: 3.551 0.151 -0.812
O: -0.054 -0.843 -3.601
H: -0.652 -1.403 -3.106
H: 0.271 -1.403 -4.306
O: 3.862 2.712 0.344
H: 4.361 3.491 0.099
H: 2.947 2.989 0.299
O: -1.614 2.998 -0.311
H: -2.063 3.152 -1.143
H: -1.940 3.687 0.268
O: 3.315 0.173 -2.811
H: 2.391 -0.059 -2.717
H: 3.752 -0.657 -3.001
O: 1.749 -3.530 -0.143
H: 1.705 -4.440 -0.437
H: 2.673 -3.391 0.068
O: -1.640 -2.366 4.803
H: -1.592 -2.633 3.885
H: -2.289 -1.662 4.814
O: 0.305 -0.759 5.350
H: 1.149 -1.203 5.271
H: -0.340 -1.466 5.345
O: -3.952 -0.098 1.236
H: -4.456 0.714 1.187
H: -4.009 -0.470 0.356
O: 1.351 0.829 3.144
H: 2.289 1.015 3.089
H: 1.247 0.372 3.979
O: -2.405 1.119 -3.926
H: -1.528 0.878 -4.227
H: -2.761 1.658 -4.633
O: 0.489 1.416 -2.070
H: 0.553 0.775 -2.778
H: -0.406 1.751 -2.130

**Energy relative to the best compared isomer or geometry (same formula, charge and spin)**: 0.0 kJ/mol
**E_LUMO**: -3.1 eV
**Charge**: +1
**HOMO level**: -12.38 eV
**Molecular weight**: 373.71 g mol⁻¹
**Energy**: -1246.988166 Ha

=====

Formula: H33O17
Source: the Open Molecules 2025 dataset
Level of theory: ωB97M-V/def2-TZVPD

Cartesian coordinates (Å):
O: -3.270 0.252 -0.240
H: -2.497 0.112 -0.756
H: -3.591 1.152 -0.349
O: 3.237 1.335 4.656
H: 2.356 1.421 4.244
H: 3.264 0.433 4.969
O: -2.290 4.368 1.715
H: -1.483 3.992 1.358
H: -2.250 4.730 2.598
O: 3.881 -2.011 1.506
H: 3.119 -1.304 1.512
H: 3.383 -2.788 1.272
O: 4.812 0.275 -4.270
H: 2.283 0.657 0.917
O: 0.309 -0.072 -2.128
H: -2.886 -3.708 3.598
H: -0.267 -0.804 -1.911
O: -4.647 2.610 -0.310
H: -0.324 1.434 2.568
H: -3.972 3.040 0.258
O: 4.936 -1.370 -0.971
H: 4.722 -0.434 -1.119
H: 4.913 0.146 -3.326
O: 0.534 1.564 2.949
H: -5.410 3.180 -0.476
H: 0.891 0.568 0.313
O: 2.200 -0.213 2.076
H: 3.026 -0.206 2.608
H: 1.255 0.885 2.719
O: -4.182 -1.063 2.173
H: -3.281 -0.775 2.023
H: 2.423 0.382 -2.717
O: 1.775 0.762 -0.014
H: -2.930 -0.522 -3.501
H: 1.028 -0.940 -4.839
O: 2.594 1.250 -3.107
H: 2.604 1.850 -2.362
H: 3.943 0.195 -4.630
O: -5.746 -1.565 0.065
H: -5.126 -0.938 -0.313
H: -5.646 -1.671 0.991
O: -2.091 -4.242 3.662
H: -1.984 -4.584 2.763
H: 4.186 -1.720 -0.462
O: 0.792 -1.817 -5.151
H: -4.266 -2.016 2.276
H: -0.115 -2.008 -4.897
O: -2.462 -0.059 -2.812
H: -1.604 0.071 -3.214
H: 0.866 0.297 -1.407

**Energy relative to the best compared isomer or geometry (same formula, charge and spin)**: 307.0 kJ/mol
**E_LUMO**: 2.0 eV
**Charge**: -1
**HOMO level**: -6.74 eV
**Molecular weight**: 305.25 g mol⁻¹
**Energy**: -1298.877425 Ha

=====

Formula: H33O17
Source: the Open Molecules 2025 dataset
Level of theory: ωB97M-V/def2-TZVPD

Cartesian coordinates (Å):
O: 3.574 -1.717 -3.308
H: 4.137 -1.190 -3.857
H: 3.258 -1.022 -2.747
O: -0.497 -0.043 2.171
H: -0.943 -0.485 1.453
H: -0.293 0.866 1.927
O: -3.517 3.307 0.652
H: -2.682 2.782 0.582
H: -3.377 3.946 -0.054
O: -3.657 -3.273 -3.464
H: -3.747 -2.890 -4.334
H: -2.743 -3.185 -3.209
O: 0.984 3.774 -1.235
H: 0.563 4.267 -1.940
O: -2.820 -2.719 3.700
H: -2.823 -3.654 3.734
H: -2.001 -2.236 3.753
O: -3.498 0.172 -0.777
H: -2.762 0.041 -0.191
H: -3.616 1.128 -0.700
O: -0.183 -1.847 -0.422
H: 0.259 -1.007 -0.638
H: 0.769 2.830 -1.338
O: -0.599 -0.214 4.814
H: -1.175 0.525 4.627
H: -0.365 -0.687 4.013
O: 2.813 4.849 0.518
H: 2.704 3.907 0.403
H: 2.212 5.336 -0.033
O: 4.240 -0.257 1.437
H: 4.457 0.468 2.020
H: 4.222 -0.041 0.504
O: -1.016 -2.717 -3.626
H: -0.425 -3.444 -3.855
H: -0.389 -2.019 -3.400
O: 2.455 1.278 -2.534
H: 2.119 1.447 -3.423
H: 1.614 1.443 -2.027
O: -0.276 -3.345 3.061
H: 0.539 -2.861 2.879
H: -0.504 -3.634 2.191
O: -0.920 2.720 0.565
H: -0.399 3.342 1.056
H: -1.102 -1.612 -0.549
O: 0.179 1.071 -1.057
H: -0.655 1.326 -1.475
H: -0.413 2.006 -0.007
O: 2.128 -2.593 1.563
H: 2.756 -1.859 1.576
H: 1.415 -2.281 0.999

**Energy relative to the best compared isomer or geometry (same formula, charge and spin)**: 157.6 kJ/mol
**E_LUMO**: 2.2 eV
**Charge**: -1
**HOMO level**: -7.35 eV
**Molecular weight**: 305.25 g mol⁻¹
**Energy**: -1298.934352 Ha

=====

Formula: H34O17
Source: the Open Molecules 2025 dataset
Level of theory: ωB97M-V/def2-TZVPD

Cartesian coordinates (Å):
O: 28.548 4.228 11.426
H: 28.689 4.384 12.339
H: 29.297 4.441 10.923
O: 30.199 -1.137 14.172
H: 31.026 -1.314 14.620
H: 30.247 -0.341 13.699
O: 28.678 1.691 10.072
H: 28.778 2.444 10.620
H: 29.337 1.848 9.391
O: 30.576 4.601 9.617
H: 30.075 4.231 8.891
H: 30.430 5.564 9.662
O: 30.562 1.349 15.947
H: 31.367 1.758 16.352
H: 30.790 1.222 15.033
O: 29.838 -0.498 11.142
H: 29.619 0.426 11.022
H: 29.215 -1.042 10.586
O: 31.609 4.436 13.073
H: 31.897 5.239 12.728
H: 30.725 4.556 13.394
O: 34.476 1.596 12.648
H: 34.490 2.519 12.451
H: 33.638 1.266 12.959
O: 31.086 1.352 8.868
H: 30.721 0.434 8.953
H: 31.256 1.685 9.754
O: 34.889 4.023 11.947
H: 35.710 4.209 11.593
H: 34.215 4.507 11.509
O: 33.711 2.408 9.525
H: 32.925 2.602 10.020
H: 34.400 2.991 9.907
O: 32.547 -0.728 10.652
H: 32.576 -1.653 10.392
H: 31.659 -0.549 10.943
O: 32.783 3.220 15.185
H: 32.147 3.651 14.576
H: 32.649 3.864 15.923
O: 29.269 1.707 13.306
H: 28.631 1.039 13.228
H: 28.818 2.193 14.032
O: 32.132 0.948 13.824
H: 32.475 1.672 14.325
H: 32.410 0.165 14.223
O: 31.601 2.293 11.381
H: 31.221 1.817 12.136
H: 31.592 3.175 11.812
O: 33.243 5.224 10.169
H: 33.697 5.348 9.344
H: 32.317 5.010 9.894

**Energy relative to the best compared isomer or geometry (same formula, charge and spin)**: 305.2 kJ/mol
**E_LUMO**: -0.8 eV
**HOMO level**: -9.11 eV
**Molecular weight**: 306.25 g mol⁻¹
**Energy**: -1299.413709 Ha

=====

Question: Which value of HOMO level does entry 6 give?
Answer: -9.11 eV